Molecular formula: C26H31N3O2S3Sn
Method: DFT, the ωB97M-V functional and the def2-TZVPD basis

Geometry as XYZ:
```
66
C26H31N3O2S3Sn | the Open Molecules 2025 dataset | the ωB97M-V functional and the def2-TZVPD basis
Sn -0.6429 -0.9617 -0.3765
C -2.4426 0.1742 1.8538
C -1.7378 1.5306 1.3455
N -0.7305 1.2284 0.2507
C -0.9746 2.0374 -0.9687
C -2.2220 1.6329 -1.7363
S -2.2203 -0.1616 -2.2526
C -3.7973 -0.7457 -1.4901
C -3.9465 -0.3734 -0.0211
N -2.6778 -0.6886 0.7047
H -3.3506 0.3331 2.4238
H -1.6832 -0.2447 2.4757
H -1.2089 2.0238 2.1634
H -2.5033 2.1385 0.8803
H 0.2341 1.4200 0.6067
H -0.1015 2.0999 -1.6437
H -1.1285 3.0423 -0.6206
H -2.2288 2.2252 -2.6382
H -3.0908 1.7570 -1.0990
H -3.9008 -1.8155 -1.5789
H -4.5417 -0.1827 -2.0359
H -4.8644 -0.8262 0.3898
H -4.2212 0.6838 0.1337
H -2.7412 -1.6033 1.0528
S -1.2613 -3.0904 -1.0906
C -1.2186 -3.8945 0.4924
C -1.5845 -5.2505 0.5274
C -1.6351 -5.9100 1.7926
C -1.1807 -5.2707 2.9577
C -0.6212 -3.9856 2.8161
C -0.6236 -3.3192 1.5985
S 0.3740 -1.7996 1.4789
H -1.8599 -5.7541 -0.3695
H -2.1044 -6.8930 1.8146
H -1.1232 -5.7731 3.8924
H -0.1764 -3.5449 3.7189
C 0.7061 5.3209 1.0005
O 1.4227 4.4188 0.2128
C 1.8573 3.2494 0.7696
C 1.7000 3.0266 2.1730
C 1.9534 1.8565 2.7591
C 2.4895 0.8413 1.9340
C 2.6639 0.9823 0.5710
C 2.3078 2.2030 -0.0256
N 2.4144 2.4876 -1.4959
C 2.8944 1.7458 -2.4451
C 2.8945 0.2921 -2.5470
C 4.0022 -0.2865 -3.2584
C 4.1053 -1.6480 -3.5184
C 3.1134 -2.4097 -3.0108
C 2.1027 -1.9532 -2.2488
C 1.9021 -0.5625 -1.9841
O 0.8304 0.0116 -1.4321
H -0.0691 4.8169 1.6786
H 0.1267 5.8867 0.1824
H 1.2973 5.9721 1.5878
H 1.3859 3.8346 2.8362
H 1.8475 1.6842 3.8165
H 2.6761 -0.1040 2.4007
H 3.0444 0.1120 0.0072
H 2.4316 3.4760 -1.6185
H 3.5064 2.2422 -3.1941
H 4.7520 0.4053 -3.6200
H 4.9473 -2.1463 -4.0101
H 3.0723 -3.4713 -3.1288
H 1.3595 -2.5221 -1.8401
```

Properties
lowest unoccupied orbital energy = -6.6 eV
frontier orbital gap = 0.2496 Ha
2S+1 = 1
total charge = +2
energy above the lowest of the compared OMol25 structures with the same formula, charge and spin = 11.3 kJ/mol



Molecular formula: C26H31N3O3S
Method: DFT, the ωB97M-V functional and the def2-TZVPD basis

Geometry as XYZ:
```
64
C26H31N3O3S | the Open Molecules 2025 dataset | the ωB97M-V functional and the def2-TZVPD basis
C -1.0901 3.4517 -3.2828
C -0.6399 2.1487 -3.8584
C 0.5690 2.0691 -4.5436
C 1.0215 0.8608 -5.0391
C 0.2598 -0.2758 -4.8503
S 0.8338 -1.8358 -5.4965
O -0.0622 -2.2611 -6.5335
O 2.2311 -1.7229 -5.8235
N 0.6177 -2.8928 -4.1853
C 0.3439 -4.2562 -4.5860
C 1.6782 -2.7442 -3.1981
C 1.4127 -1.5318 -2.3503
C 2.2257 -0.4092 -2.4205
C 1.9295 0.7150 -1.6739
C 0.8296 0.7253 -0.8225
C 0.5367 1.9725 -0.0741
O 0.6522 3.0851 -0.5578
N 0.1198 1.8490 1.2179
N 0.0680 0.6717 1.8752
C -0.2469 0.5758 3.0995
C -0.6191 1.6516 4.0825
C -2.0300 1.3580 4.6070
C -2.0548 -0.0228 5.2602
C -1.0603 -0.0585 6.4205
C 0.3467 0.2255 5.8950
C 0.7323 -0.8340 4.8641
C -0.2654 -0.7968 3.7017
C -1.6760 -1.0831 4.2277
C 0.3810 1.6072 5.2442
C 0.0149 -0.3992 -0.7454
C 0.3072 -1.5127 -1.5073
C -0.9535 -0.2199 -4.1957
C -1.3961 0.9921 -3.6969
H -2.1518 3.4350 -3.0509
H -0.8865 4.2707 -3.9685
H -0.5362 3.6404 -2.3623
H 1.1597 2.9626 -4.6796
H 1.9593 0.7755 -5.5648
H -0.3299 -4.2111 -5.4380
H 1.2517 -4.7948 -4.8797
H -0.1408 -4.7825 -3.7626
H 1.6823 -3.6394 -2.5701
H 2.6493 -2.6578 -3.7019
H 3.0824 -0.4134 -3.0776
H 2.5467 1.5981 -1.7404
H -0.0606 2.7313 1.6999
H -0.6024 2.6480 3.6271
H -2.3143 2.1224 5.3342
H -2.7462 1.3951 3.7823
H -3.0633 -0.2252 5.6372
H -1.0858 -1.0388 6.9009
H -1.3354 0.6878 7.1691
H 1.0593 0.2009 6.7268
H 0.7229 -1.8251 5.3220
H 1.7400 -0.6449 4.4881
H 0.0138 -1.5256 2.9365
H -1.7020 -2.0759 4.6814
H -2.3872 -1.0719 3.3990
H 0.1215 2.3745 5.9775
H 1.3867 1.8213 4.8740
H -0.8488 -0.3964 -0.1004
H -0.3325 -2.3814 -1.4602
H -1.5291 -1.1242 -4.0796
H -2.3396 1.0427 -3.1731
```

Properties
lowest unoccupied orbital energy = 0.5 eV
SMILES = Cc1ccc(S(=O)(=O)N(C)Cc2ccc(C(=O)NN=C3[C@H]4C[C@@H]5C[C@@H](C[C@H]3C5)C4)cc2)cc1
frontier orbital gap = 0.3389 Ha
2S+1 = 1
energy above the lowest of the compared OMol25 structures with the same formula, charge and spin = 78.6 kJ/mol



Molecular formula: C26H31N3O6PPdS3Te
Method: DFT, the ωB97M-V functional and the def2-TZVPD basis

Geometry as XYZ:
```
72
C26H31N3O6PPdS3Te | the Open Molecules 2025 dataset | the ωB97M-V functional and the def2-TZVPD basis
Pd -0.3302 0.1932 0.5056
C 3.9974 2.6524 -2.7358
C 3.1132 1.4864 -3.1450
O 1.7382 1.7085 -2.8010
P 1.1087 1.4658 -1.3000
S 2.1996 0.0967 -0.3666
S -0.8408 1.3151 -1.7156
O 1.4400 2.9044 -0.6475
C 0.4913 3.9523 -0.3547
C 1.0100 4.8026 0.7840
H 5.0315 2.4817 -3.0626
H 3.9853 2.7630 -1.6480
H 3.6324 3.5826 -3.1799
H 3.4661 0.5687 -2.6788
H 3.1264 1.3476 -4.2269
H -0.4714 3.5260 -0.1216
H 0.3853 4.5634 -1.2539
H 1.0767 4.2042 1.6873
H 0.3202 5.6374 0.9492
H 2.0034 5.2026 0.5467
Te -2.4626 0.8614 1.8568
C -4.1350 0.7181 0.5726
C -4.2616 -0.3440 -0.3339
C -5.3615 -0.4280 -1.1837
C -6.3613 0.5412 -1.1428
C -6.2484 1.6003 -0.2449
C -5.1437 1.6900 0.6006
H -3.4820 -1.0993 -0.3746
H -5.4382 -1.2567 -1.8850
H -7.2140 0.4774 -1.8085
H -7.0181 2.3670 -0.2095
H -5.0539 2.5229 1.2924
N 1.1684 -6.7496 -1.8153
C 0.7752 -5.6935 -1.5144
C 0.2991 -4.4078 -1.1690
C -0.1440 -4.0762 0.1580
C -0.5618 -2.8093 0.4383
N -0.6083 -1.7842 -0.4780
C -0.2032 -2.0960 -1.7450
C 0.2276 -3.3329 -2.1251
H -0.1290 -4.8254 0.9431
H -0.9009 -2.5518 1.4320
H -0.2463 -1.2886 -2.4601
H 0.5328 -3.4986 -3.1484
C 5.3399 -3.3048 0.1745
C 4.7259 -3.1118 1.5404
C 5.4917 -2.7293 2.6364
C 4.9060 -2.5249 3.8858
C 3.5393 -2.7146 4.0253
C 2.7581 -3.0996 2.9409
C 3.3576 -3.3036 1.7104
S 2.7472 -2.3839 5.5698
O 3.7609 -1.9291 6.4835
O 1.9434 -3.5236 5.9022
N 1.7347 -1.1329 5.2966
C 2.3639 0.1772 4.9390
C 1.3345 1.1607 4.3654
C 0.7855 0.7780 2.9939
O 0.6279 1.6916 2.1422
O 0.4949 -0.4340 2.7729
H 6.4135 -3.1035 0.1905
H 4.8687 -2.6312 -0.5486
H 5.1816 -4.3257 -0.1822
H 6.5598 -2.5763 2.5113
H 5.4870 -2.2216 4.7496
H 1.6855 -3.2313 3.0470
H 2.7437 -3.6028 0.8623
H 1.0543 -1.3974 4.5627
H 3.1796 0.0619 4.2195
H 2.7940 0.5799 5.8521
H 1.7861 2.1426 4.2576
H 0.4868 1.2431 5.0521
```

Properties
lowest unoccupied orbital energy (spin up / spin down) = 4.2 / 4.1 eV
frontier orbital gap (spin up / spin down) = 0.1574 / 0.2198 Ha
2S+1 = 4
total charge = -2
energy above the lowest of the compared OMol25 structures with the same formula, charge and spin = 32.4 kJ/mol
⟨S²⟩ = 3.78